(1)
Entry from OMol25: 2 unconnected molecules or ions with the total composition C2H5NSi in a non-equilibrium geometry (the ωB97M-V functional and the def2-TZVPD basis).

Cartesian coordinates (Å):
Si1 0.39467 -1.07630 0.68861
N1 -0.61125 0.39571 -1.77457
C1 -0.04352 0.66511 0.65635
C2 -0.33529 0.02644 -0.63690
H1 1.62893 -1.70966 0.30806
H2 -0.70541 -0.00707 -2.68601
H3 -0.55916 -1.60965 1.73393
H4 -0.73498 1.32572 1.09264
H5 0.96601 1.98970 0.61789

**Strongest force on any atom**: 6.34 eV/Å
**Energy relative to the best compared isomer or geometry (same formula, charge and spin)**: 455.1 kJ/mol
**Highest occupied orbital energy**: -8.0 eV

Atom charges from the Mulliken analysis, given in e for atoms 1 to 4:
1 Si 0.289
2 N -0.518
3 C -0.860
4 C 0.405

(2)
Entry from OMol25: C2H5NSi in the gas phase in a non-equilibrium geometry (the ωB97M-V functional and the def2-TZVPD basis).

Cartesian coordinates (Å):
Si1 -0.17081 -0.15064 0.71738
N1 0.01264 -1.41829 -0.45027
C1 0.67626 2.60267 -0.45728
C2 0.32196 1.49342 -0.14259
H1 0.57794 -0.67226 1.85361
H2 1.03431 3.46299 -0.90979
H3 -0.73743 -1.87396 -0.76340
H4 -1.63905 0.18060 1.14040
H5 0.36697 -0.81527 -1.24266

**SMILES**: C#C[SiH2]N
**Strongest force on any atom**: 5.67 eV/Å
**Energy relative to the best compared isomer or geometry (same formula, charge and spin)**: 85.7 kJ/mol
**Highest occupied orbital energy**: -10.1 eV

Atom charges from the Mulliken analysis, given in e for atoms 1 to 4:
1 Si 0.416
2 N -0.602
3 C 0.257
4 C -0.816

(3)
Entry from OMol25: 2 unconnected molecules or ions with the total composition C2H5O2S2 in a non-equilibrium geometry (the ωB97M-V functional and the def2-TZVPD basis).

Cartesian coordinates (Å):
S1 -1.31302 1.32448 -0.16369
S2 -1.65269 -0.38030 1.02242
O1 1.68792 -0.37975 -3.75588
O2 0.92800 1.16305 -2.30853
C1 1.45923 -0.02792 -2.63061
C2 -0.68666 -0.43943 2.59737
H1 0.10615 1.02386 -1.76438
H2 -0.12398 0.44619 2.82243
H3 1.24305 -0.82293 -1.84020
H4 -0.16538 -1.38064 2.63399
H5 -1.48264 -0.52660 3.38708

**Charge**: -1
**Strongest force on any atom**: 3.80 eV/Å
**Energy relative to the best compared isomer or geometry (same formula, charge and spin)**: 81.6 kJ/mol
**Highest occupied orbital energy**: -2.9 eV

Atom charges from the Mulliken analysis, given in e for atoms 1 to 4:
1 S -0.637
2 S -0.186
3 O -0.475
4 O -0.328

(4)
Entry from OMol25: 2 unconnected molecules or ions with the total composition C2H5O3 in a non-equilibrium geometry (the ωB97M-V functional and the def2-TZVPD basis).

Cartesian coordinates (Å):
O1 2.29098 -0.47011 0.15675
O2 -1.14954 1.29336 1.25410
O3 -0.52250 -0.86075 1.22843
C1 -0.87327 0.22078 0.69153
C2 -0.91362 0.26622 -0.85981
H1 -1.91986 0.14846 -1.25389
H2 1.37772 -0.80957 0.12336
H3 -0.27746 1.07358 -1.20399
H4 2.34101 -0.26253 1.09685
H5 -0.35346 -0.59944 -1.23332

**Charge**: -1
**Strongest force on any atom**: 1.86 eV/Å
**Energy relative to the best compared isomer or geometry (same formula, charge and spin)**: 42.1 kJ/mol
**Highest occupied orbital energy**: -4.1 eV

Atom charges from the Mulliken analysis, given in e for atoms 1 to 4:
1 O -0.680
2 O -0.723
3 O -0.751
4 C 0.569